Entry 1:
10
Properties=species:S:1:pos:R:3:forces:R:3 method="wB97M-V/def2-TZVPD" lumo_ev=1.095 largest_force_ha_per_bohr=0.0834 e_above_lowest_ev=3.771 e_tot_ha=-193.00462 spin_multiplicity=1
C 0.318 1.045 -0.198 1.1019 -0.0208 0.3529
C -0.996 0.208 0.226 -2.0099 1.7009 -1.7315
C 0.961 -0.360 0.175 2.1285 -0.8891 0.0148
H 0.328 1.354 -1.353 -0.0182 -1.0598 2.6676
H 0.831 1.886 0.434 -1.5970 -1.2698 -1.0535
H -1.320 0.312 1.350 1.2179 -0.8164 -1.8558
H -2.024 0.429 -0.377 2.5528 -0.5346 1.2020
H 2.098 -0.830 -0.326 -3.8815 1.4026 1.1623
H 1.165 -0.409 1.442 -0.9929 -0.0740 -3.6149
O -0.347 -1.013 -0.298 1.4984 1.5609 2.8562



Entry 2:
86
Properties=species:S:1:pos:R:3:forces:R:3 method="wB97M-V/def2-TZVPD" lumo_ev=-2.257 largest_force_ha_per_bohr=0.0950 e_above_lowest_ev=2.380 e_tot_ha=-3030.50381 spin_multiplicity=1
C 1.782 3.549 1.992 0.1650 0.1424 0.0000
C 2.058 2.173 1.478 -0.3097 -0.2009 -0.0249
C 1.855 1.864 0.129 0.4257 -0.2982 0.0003
C 2.026 0.555 -0.347 -0.0406 0.2585 0.2959
C 1.908 0.246 -1.811 -0.4991 -0.0891 -0.3834
C 2.311 -0.455 0.580 0.1038 1.3078 0.3262
N 2.185 -1.817 0.188 -0.3264 -1.3730 0.6470
C 1.017 -2.446 -0.131 2.4003 -1.0175 -0.8812
C -0.223 -1.942 -0.672 -3.8685 1.9141 -2.2864
C -1.118 -0.715 -0.190 0.5420 -2.3285 1.3133
C -2.429 -0.758 -1.042 -0.4572 -1.1029 0.5954
C -1.038 -0.306 1.302 -0.5524 0.1345 0.0367
C -0.540 -1.237 2.184 0.6124 -0.6555 0.5242
C -0.337 -0.989 3.547 0.0805 -0.2992 -0.2530
C -0.575 0.270 4.064 -0.1639 -0.0320 -0.4256
C -1.095 1.233 3.201 -0.3963 0.1580 -0.5777
C -1.416 0.933 1.850 0.8129 0.0628 0.2158
O -0.640 -2.398 -1.749 1.9258 -0.9010 1.6613
N 1.309 -3.754 -0.339 0.5795 0.6334 0.8198
C 0.465 -4.818 -0.790 -0.3991 -1.5021 -0.3474
C -0.558 -5.350 0.010 0.0806 -0.2743 -0.1453
C -1.074 -4.656 1.229 -0.3041 -0.1014 0.4344
C -1.113 -6.592 -0.336 0.2970 0.3858 -0.2212
C -0.688 -7.292 -1.468 0.0614 0.2660 0.0857
C -1.269 -8.639 -1.787 -0.0498 -0.1453 -0.0712
C 0.275 -6.706 -2.294 -0.1757 0.1750 0.3830
C 0.853 -5.473 -1.968 -0.2659 -0.2591 0.0698
C 1.864 -4.883 -2.894 0.3411 -0.0431 -0.5163
C 2.642 -3.972 0.001 -0.7291 0.0381 -0.2138
C 3.180 -2.786 0.335 -0.5843 0.5577 -0.4271
C 2.647 -0.157 1.909 -0.7215 0.4332 0.0690
C 3.010 -1.213 2.900 0.0844 -0.1693 0.5513
C 2.475 1.163 2.348 0.1789 -0.4404 -0.4361
H 2.407 3.763 2.864 -0.1074 0.0231 -0.0748
H 1.971 4.301 1.223 -0.1415 -0.0058 0.1749
H 0.729 3.652 2.291 0.1704 -0.0018 -0.1403
H 1.580 2.666 -0.562 0.0562 -0.2413 0.1516
H 2.697 -0.413 -2.196 0.0213 0.2720 0.1720
H 0.950 -0.270 -2.017 0.8806 0.0891 -0.2933
H 1.872 1.185 -2.382 0.1477 -0.3645 0.0805
H -3.306 -0.412 -0.488 0.1902 0.1531 -0.1022
H -2.269 0.373 -1.771 -2.1118 -1.5196 0.1681
H -2.485 -1.646 -1.713 -0.0317 0.9587 0.5969
H -0.220 -2.187 1.776 -0.1583 -0.1851 0.3703
H 0.050 -1.775 4.194 -0.0697 0.0661 -0.1961
H -0.362 0.490 5.113 -0.0960 0.0294 -0.3848
H -1.233 2.237 3.615 -0.2834 -0.2655 -0.4855
H -1.883 1.646 1.184 0.2933 0.2918 0.4159
H -1.802 -5.312 1.721 0.1923 0.2263 -0.0284
H -0.287 -4.441 1.962 -0.1002 0.0979 -0.1636
H -1.614 -3.731 0.983 0.2236 -0.1225 0.0496
H -1.878 -7.028 0.316 0.2649 0.2046 -0.2628
H -0.604 -9.191 -2.459 -0.1773 0.0218 0.1236
H -1.419 -9.227 -0.873 0.0379 0.1030 -0.2239
H -2.245 -8.539 -2.281 0.2072 -0.0155 0.0913
H 0.601 -7.234 -3.197 -0.1158 0.2805 0.3179
H 1.884 -5.478 -3.814 0.0730 0.1973 0.1610
H 1.615 -3.853 -3.175 0.0584 -0.1203 0.1752
H 2.876 -4.906 -2.476 -0.1189 0.1143 -0.1023
H 3.085 -4.947 -0.057 -0.0687 -0.1269 0.0611
H 4.181 -2.547 0.638 -0.0153 0.1656 -0.0848
H 3.237 -0.729 3.858 0.0078 -0.2127 -0.2104
H 2.171 -1.899 3.086 0.2277 0.0425 -0.1370
H 3.886 -1.802 2.602 -0.1823 0.1491 0.1921
H 2.630 1.392 3.406 0.0587 -0.0628 -0.3623
F -4.019 1.823 -1.812 -0.3986 -0.5533 -0.3704
C -3.082 2.003 -0.843 0.5689 0.9142 -0.9166
F -2.674 3.250 -0.954 0.1783 0.3024 0.2709
F -3.757 1.891 0.327 -0.4064 -0.1531 0.4980
S -0.914 0.521 -1.336 1.6140 4.1910 -0.3578
N -0.660 5.340 -1.294 1.0218 -3.0139 1.0244
C -1.493 5.849 -2.227 0.2721 -0.4093 1.1047
O -2.031 5.243 -3.153 0.5620 0.9286 0.2623
C -1.616 7.300 -1.855 -0.8795 0.5894 -0.2596
C -1.212 7.502 -0.544 -0.0024 1.2009 1.1483
C -1.224 8.742 0.071 -0.3490 0.0046 -0.8581
C -1.579 9.826 -0.746 -0.0032 -0.0502 -0.1313
C -1.957 9.635 -2.087 -0.2036 -0.0657 0.1613
C -2.062 8.356 -2.641 0.3758 -0.4293 0.5630
S -0.536 6.011 0.162 -1.6880 0.4726 -3.4620
O -1.418 5.441 1.164 0.4856 0.0255 -0.0626
O 0.831 6.245 0.541 0.4892 -0.1793 0.4078
H -0.964 8.824 1.123 0.0307 0.2272 -0.2549
H -1.554 10.829 -0.329 -0.0265 -0.0368 -0.1447
H -2.203 10.476 -2.725 -0.0287 0.1645 0.2451
H -2.439 8.118 -3.639 0.2067 0.3938 0.2635



Entry 3:
47
Properties=species:S:1:pos:R:3:forces:R:3 method="wB97M-V/def2-TZVPD" lumo_ev="-5.236 / -5.236" largest_force_ha_per_bohr=0.0468 e_above_lowest_ev=0.000 charge=+1 e_tot_ha=-3196.90791 spin_multiplicity=1
Rh 0.227 0.340 -0.588 -1.4567 -0.3299 -0.1805
F 0.406 0.223 4.328 -0.0370 -0.1195 -0.1534
C -0.574 -0.512 3.817 -0.0504 -0.0654 0.4076
F -1.653 0.235 3.664 0.0130 -0.0562 -0.0946
F -0.834 -1.533 4.619 0.0251 0.1175 -0.1179
S -0.016 -1.168 2.187 0.1409 0.6987 0.0675
O 0.203 0.102 1.427 0.2075 -0.7449 1.6964
O 1.149 -1.968 2.398 0.0651 0.0717 -0.0537
N -1.287 -1.945 1.730 -0.1587 -0.0707 -0.4853
S -1.553 -2.242 0.207 -0.3125 -0.1371 0.7776
O -0.426 -1.781 -0.632 0.6264 0.7879 -0.5472
O -2.067 -3.537 -0.038 0.3069 0.0950 -0.0925
C -2.933 -1.098 -0.202 -0.3635 0.1240 -0.2547
F -2.504 0.182 -0.126 0.1862 -0.0673 0.0307
F -3.939 -1.253 0.637 0.2067 -0.0323 -0.1335
F -3.329 -1.341 -1.447 0.0882 0.1257 0.2627
C 3.328 3.197 -0.067 0.1509 0.1588 0.1848
C 2.726 3.916 -1.240 -0.3252 -0.1375 -0.2996
O 1.782 3.020 -1.946 0.6616 0.4859 0.3613
P 0.257 2.951 -1.616 -0.5339 -1.1654 -2.0379
O -0.118 2.465 -0.235 0.9855 -0.8439 0.1881
Te -0.352 0.981 -2.965 -0.1515 0.5873 -0.3190
O -0.414 4.294 -1.983 -0.2001 0.3287 0.6141
C -0.360 4.909 -3.314 0.2534 0.0003 0.1129
C -1.744 4.923 -3.895 -0.1166 0.0027 -0.1489
H 4.032 3.869 0.426 0.0104 -0.0576 0.0186
H 3.871 2.311 -0.389 0.0304 -0.0513 -0.0539
H 2.575 2.905 0.664 -0.0741 0.0231 -0.0173
H 3.460 4.165 -2.005 -0.0040 0.0266 0.1083
H 2.183 4.820 -0.962 0.0804 0.0072 0.0756
H 0.364 4.360 -3.921 -0.0989 -0.0018 -0.0315
H 0.029 5.912 -3.139 -0.0537 -0.0549 -0.0512
H -2.147 3.918 -4.024 0.0795 -0.0168 0.0355
H -1.715 5.400 -4.874 0.0016 0.0330 -0.0182
H -2.422 5.487 -3.259 -0.0081 0.0217 0.0315
C 4.907 -2.342 -0.245 -0.0548 0.0236 0.0226
N 3.925 -1.401 -0.771 -0.1736 0.1206 -0.0845
C 4.025 -0.678 -1.936 0.0303 -0.0432 0.1279
C 2.886 0.044 -2.043 -0.0749 0.2766 -0.1015
N 2.084 -0.238 -0.949 0.2256 0.1536 -0.2125
C 2.753 -1.116 -0.211 -0.1499 -0.1167 0.2643
H 5.872 -1.848 -0.169 0.0156 -0.0472 0.0045
H 4.971 -3.206 -0.903 0.0449 -0.0027 0.0290
H 4.580 -2.656 0.743 0.0552 -0.0430 -0.0080
H 4.888 -0.742 -2.570 0.0412 0.0279 -0.0791
H 2.600 0.754 -2.795 -0.0163 -0.0476 -0.0115
H 2.419 -1.554 0.711 -0.1182 -0.0450 0.1666



Entry 4:
119
Properties=species:S:1:pos:R:3:forces:R:3 method="wB97M-V/def2-TZVPD" lumo_ev=2.227 largest_force_ha_per_bohr=0.1414 e_above_lowest_ev=4.639 charge=-1 e_tot_ha=-2095.84504 spin_multiplicity=1
C -22.209 29.452 -22.148 0.9703 -0.2473 1.3558
C -21.317 28.604 -21.194 1.8951 -1.7378 -1.7850
C -22.102 27.925 -20.074 -0.6010 -0.3838 0.4882
O -20.484 27.752 -21.910 -1.0100 0.6408 0.2151
H -22.682 28.824 -22.903 -0.3844 -0.1981 0.4085
H -21.575 30.134 -22.714 0.0411 0.3263 0.1484
H -22.862 29.959 -21.438 -0.7292 0.5428 -0.6246
H -20.635 29.195 -20.582 0.1869 1.6288 0.1433
H -23.157 27.761 -20.290 -0.2638 -0.2905 -0.1911
H -22.079 28.524 -19.163 -0.1621 0.4423 0.2330
H -21.619 26.995 -19.773 -0.0015 -0.1609 -0.4875
C -22.001 32.913 -24.629 0.2675 -1.4561 -0.4098
C -20.926 33.914 -24.198 -2.1186 0.0778 -1.8281
C -20.342 33.704 -22.854 0.3307 1.0220 0.4259
C -21.285 33.750 -21.746 0.6590 -0.8982 -0.7865
N -21.968 33.792 -20.837 -0.9394 0.1571 0.9566
H -22.845 32.846 -23.942 -0.0112 0.3978 0.1450
H -21.668 31.878 -24.704 0.5230 -0.1691 0.3642
H -22.397 33.031 -25.638 0.0110 0.7574 0.0265
H -21.500 34.838 -24.269 0.4283 0.5604 0.4273
H -20.109 34.034 -24.910 -0.0610 -0.3572 -0.1492
H -19.799 34.636 -22.697 0.8867 -0.2761 0.2426
H -19.691 32.830 -22.878 -0.0723 0.0257 0.5694
C -27.021 34.060 -21.512 2.0344 0.7756 -0.8801
C -25.443 33.623 -21.428 -2.3696 -0.9850 0.1729
C -25.190 32.061 -21.456 -1.1362 0.6561 0.2475
C -25.658 31.279 -22.631 -1.0867 -2.5187 -5.9998
N -25.990 30.673 -23.638 1.8165 3.5466 6.0809
H -27.321 34.091 -22.559 -0.2631 -0.4801 0.0269
H -27.053 35.113 -21.231 0.1633 0.1804 0.1189
H -27.792 33.613 -20.884 0.5513 -0.7398 -0.0295
H -25.128 34.015 -20.461 0.4548 -0.3488 -0.0718
H -24.830 34.080 -22.206 -0.3654 0.2559 -0.0209
H -25.820 31.631 -20.678 0.3677 -0.0278 0.5571
H -24.136 31.890 -21.234 -0.0713 -0.3538 -0.1947
C -22.813 33.476 -17.542 0.3557 -2.5852 1.5689
C -22.498 31.954 -17.804 0.2641 0.5720 -1.4141
C -23.184 30.808 -17.007 0.5588 0.7192 -1.0286
C -24.392 30.262 -17.602 -2.7478 -0.1505 -0.4905
N -25.417 29.878 -18.009 2.0462 0.5495 0.6199
H -23.540 33.887 -18.243 0.3869 0.2058 0.2571
H -21.842 33.954 -17.412 -0.3487 0.5548 -0.7056
H -23.173 33.370 -16.519 -0.6747 1.0067 0.1556
H -21.435 31.772 -17.644 0.0455 0.2116 0.0334
H -22.644 31.826 -18.876 0.0705 -0.5056 -0.0631
H -23.361 31.174 -15.996 -0.0079 -0.6099 0.1739
H -22.470 29.990 -17.108 0.1193 -0.0934 0.7914
C -16.644 30.593 -25.401 -0.5439 1.9553 -0.2928
C -17.817 30.754 -24.423 0.9055 0.0849 0.4694
C -17.829 29.639 -23.335 -1.0410 0.0454 -1.8962
C -18.054 28.333 -24.034 0.7981 5.8022 3.9527
N -18.202 27.346 -24.512 -0.6740 -5.1729 -2.9965
H -16.741 29.765 -26.103 0.4054 -0.2744 0.5401
H -15.690 30.802 -24.915 0.2221 -1.2897 0.3545
H -16.602 31.486 -26.025 -0.6001 0.1304 -0.5293
H -18.766 30.941 -24.925 -0.1679 -0.9165 -0.2198
H -17.739 31.697 -23.882 0.5826 0.2387 0.1859
H -18.675 29.888 -22.694 0.0282 -0.7597 0.3583
H -16.881 29.619 -22.797 -0.1078 -0.0603 0.0115
C -18.454 32.551 -19.908 -0.1142 0.2401 -0.1431
C -17.389 31.433 -20.102 -0.7033 1.3280 1.1503
C -17.854 30.059 -19.649 0.0215 -0.9294 -0.7493
C -18.439 29.864 -18.328 -0.8231 0.5798 1.9271
N -18.915 29.774 -17.268 0.8010 0.1425 -1.8463
H -19.455 32.121 -19.881 -0.1328 0.1622 -0.2541
H -18.389 33.349 -20.647 -0.1188 -0.4601 -0.7876
H -18.379 33.220 -19.050 0.3598 -0.7856 0.7941
H -16.527 31.747 -19.513 0.3961 -0.1842 -0.4052
H -17.171 31.349 -21.166 0.3377 0.0320 0.1584
H -17.040 29.341 -19.753 0.1356 -0.0622 0.1428
H -18.573 29.696 -20.383 -0.3913 -0.1934 0.0935
C -24.003 25.883 -24.538 0.8620 0.4702 0.9378
C -24.359 24.712 -23.617 0.7887 0.0123 -1.3700
C -23.900 24.819 -22.172 0.3872 1.1328 -0.3018
C -22.425 24.597 -22.028 0.6994 -0.6039 0.4611
N -21.279 24.441 -21.895 -1.9626 0.0579 -0.2738
H -22.947 26.079 -24.353 0.3273 -0.2905 -0.2895
H -24.406 26.856 -24.258 -0.7327 -0.1186 0.0804
H -24.153 25.721 -25.606 -0.1278 -0.2187 0.1292
H -23.714 23.897 -23.944 -0.6937 -0.5169 -0.6677
H -25.417 24.463 -23.703 0.0692 -0.1862 0.2078
H -24.578 24.125 -21.675 0.7578 0.0155 0.8452
H -24.030 25.850 -21.844 -0.3856 -0.0184 0.4946
C -24.547 24.888 -17.982 -0.8873 0.3807 1.0631
C -25.029 25.169 -16.504 0.3133 1.5222 -0.8194
C -25.996 26.406 -16.491 -0.5859 -0.2168 0.1655
C -26.059 27.136 -15.196 0.0710 1.9704 4.2758
N -26.050 27.713 -14.143 -0.0725 -2.6861 -4.9041
H -23.766 24.127 -18.008 -0.0913 0.1046 -0.1808
H -24.259 25.800 -18.506 0.6560 0.1390 0.4348
H -25.404 24.607 -18.593 -0.1054 -0.6416 0.1518
H -24.234 25.490 -15.832 0.5372 -0.3051 -0.3243
H -25.470 24.300 -16.015 -0.2471 0.0346 -0.2643
H -26.994 26.098 -16.801 -0.2787 -0.1300 0.4367
H -25.809 27.174 -17.241 0.7861 -0.0448 -0.1032
C -23.275 28.751 -26.902 -0.3970 0.8833 0.2530
C -22.144 28.437 -25.923 -0.0135 1.9401 -1.9095
C -20.825 28.511 -26.738 1.3827 -0.7891 1.1494
C -20.314 29.826 -27.321 -0.7975 -1.1177 0.2437
N -19.848 30.784 -27.773 -0.4244 -0.6526 0.4311
H -24.220 28.341 -26.544 -0.0594 -0.1398 -0.4120
H -23.025 28.506 -27.934 -0.2712 -0.6473 0.0458
H -23.414 29.831 -26.945 -0.1390 0.1661 0.0597
H -22.406 27.513 -25.406 1.1864 0.2318 -0.0583
H -22.039 29.304 -25.271 -0.3921 -0.5138 0.7574
H -20.716 27.663 -27.414 -0.3405 0.4808 -0.8028
H -20.059 28.203 -26.027 0.4392 0.3937 0.2460
C -19.163 25.798 -15.158 0.7950 0.0167 0.2841
C -20.503 25.554 -15.862 1.2768 0.2320 -1.3542
C -20.722 26.441 -17.141 0.9908 0.1851 -0.0120
C -19.523 26.617 -18.064 0.5470 -0.4918 -0.7564
N -18.677 26.749 -18.860 -1.5692 -0.2319 1.9104
H -18.293 25.345 -15.635 -0.2903 -0.2597 -0.6191
H -19.070 25.404 -14.146 -0.5883 -0.0208 0.1592
H -18.846 26.840 -15.104 -0.5314 0.2904 0.0183
H -21.345 25.572 -15.170 -0.0661 0.3198 -0.2452
H -20.497 24.594 -16.377 0.1032 -0.5599 0.7899
H -21.012 27.473 -16.942 -0.3617 -0.0869 0.1597
H -21.478 25.888 -17.698 -0.1471 0.6161 -0.3355